Record 1
Below is a 6-piece molecular cluster, C40H93BClF3N2O24P5 overall, with properties calculated with wB97M-V/def2-TZVPD.

Results
**Spin multiplicity**: 1
**Total charge**: +1
**LUMO energy**: -3.60 eV
**HOMO level**: -10.68 eV
**Energy above the lowest of the compared OMol25 structures with the same formula, charge and spin**: 309.4 kJ/mol
**E_tot**: -162894.939 eV
**Gap between HOMO and LUMO**: 7.079 eV

XYZ file:
```
169
Properties=species:S:1:pos:R:3:mulliken_charge:R:1
C 1.753 -0.756 -0.762 -0.8544
C 2.451 -0.137 -1.967 -0.2619
O 1.957 1.165 -2.298 -0.3311
C 1.298 1.183 -3.529 -1.3797
C 1.025 2.589 -3.968 -0.5779
N 1.809 3.325 -4.662 0.3924
B 3.198 2.824 -5.075 0.6947
O 3.258 2.209 -6.268 -0.5492
N 4.261 3.034 -4.135 0.0325
C 5.196 1.895 -4.043 -0.7732
C 4.943 4.339 -4.318 -0.9796
C 1.299 4.653 -5.027 -0.4357
C 1.654 4.936 -6.500 -1.0190
O 0.838 5.987 -6.934 -0.3075
C 1.124 6.385 -8.272 -0.8794
C -0.223 4.413 -4.878 -0.2047
C -1.134 5.652 -4.760 0.4416
F -1.990 5.575 -3.732 -0.1718
F -1.850 5.762 -5.886 -0.3123
F -0.414 6.769 -4.578 -0.3012
C -0.222 3.435 -3.686 2.3320
Cl 0.436 4.476 -2.294 -0.1473
C -1.532 2.755 -3.247 -1.5502
C -2.024 3.075 -1.837 -0.7497
C -3.345 2.336 -1.517 -0.9365
C -3.928 3.028 -0.266 -0.2088
C -4.936 4.182 -0.563 -0.9444
C -4.806 4.882 -1.918 0.0210
C -6.124 5.681 -2.163 -1.2102
C -7.242 4.661 -2.549 -0.4885
C -7.938 4.991 -3.886 -0.8830
C -9.280 4.209 -3.955 -0.6206
C -9.059 2.889 -4.713 -0.4813
C -10.354 2.094 -4.804 -0.6324
O -10.055 0.740 -5.094 -0.3283
C -11.227 -0.041 -5.194 -0.7253
H 1.580 0.014 -0.011 0.4660
H 0.784 -1.174 -1.043 0.0961
H 2.397 -1.557 -0.374 0.1326
H 2.381 -0.851 -2.797 0.2827
H 3.519 -0.043 -1.754 0.2422
H 0.322 0.683 -3.455 0.5959
H 1.855 0.617 -4.290 0.4353
H 4.162 2.111 -6.586 0.3379
H 6.131 2.243 -3.612 0.4387
H 5.355 1.361 -4.986 0.2939
H 4.785 1.173 -3.334 -0.0193
H 4.880 4.895 -3.378 0.3125
H 6.001 4.231 -4.548 0.4097
H 4.458 4.970 -5.068 0.2840
H 1.711 5.501 -4.489 0.1537
H 1.464 4.050 -7.122 0.4605
H 2.702 5.251 -6.612 0.5018
H 1.738 5.664 -8.812 0.3830
H 1.601 7.367 -8.253 0.2854
H 0.173 6.525 -8.787 0.2904
H -0.628 3.814 -5.701 0.5269
H -1.409 1.669 -3.287 0.5364
H -2.320 2.991 -3.967 0.4218
H -2.238 4.133 -1.704 0.4577
H -1.315 2.727 -1.087 0.6528
H -3.093 1.298 -1.287 0.2608
H -4.017 2.302 -2.377 0.6016
H -3.122 3.364 0.384 0.4232
H -4.478 2.264 0.284 -0.1430
H -4.745 4.954 0.189 0.2857
H -5.940 3.810 -0.356 0.4072
H -4.719 4.210 -2.771 0.1136
H -4.017 5.637 -1.908 0.3300
H -6.413 6.158 -1.226 0.3299
H -5.998 6.389 -2.982 0.5017
H -6.792 3.669 -2.663 0.1815
H -7.938 4.578 -1.714 0.4970
H -7.294 4.635 -4.689 0.2850
H -8.134 6.063 -3.913 0.4765
H -9.631 3.937 -2.960 0.3330
H -10.024 4.817 -4.473 0.4473
H -8.708 3.097 -5.725 0.2559
H -8.324 2.278 -4.185 0.2482
H -10.986 2.536 -5.585 0.3016
H -10.897 2.113 -3.848 0.3858
H -11.125 -0.779 -5.988 0.2611
H -12.079 0.592 -5.472 0.3248
H -11.488 -0.508 -4.238 0.2566
C -1.353 -2.824 0.982 -0.2644
O -1.521 -1.544 1.639 -0.3605
P -2.989 -0.706 1.492 1.2104
O -2.335 0.620 1.245 -0.5969
O -3.209 -0.947 3.102 -0.3691
C -3.357 -2.281 3.592 -0.8138
O -4.537 -0.093 1.333 -0.2661
C -5.614 -0.453 2.200 -0.7037
H -0.471 -2.777 0.349 -0.3809
H -1.206 -3.601 1.735 0.3121
H -2.208 -3.091 0.362 0.4861
H -2.402 -2.635 3.983 0.2177
H -3.702 -2.969 2.814 0.4046
H -4.090 -2.274 4.396 0.2937
H -5.467 -0.008 3.182 0.2933
H -5.721 -1.533 2.284 0.3025
H -6.529 -0.049 1.769 0.2711
C 6.152 -0.899 3.119 -0.7992
O 5.204 -1.975 2.900 -0.3285
P 5.277 -2.883 1.488 1.0363
O 3.830 -2.871 1.154 -0.4471
O 5.699 -4.204 2.351 -0.4304
C 6.889 -4.150 3.152 -0.9191
O 5.832 -3.537 0.066 -0.3171
C 6.860 -4.533 0.018 -0.5885
H 5.599 0.018 3.317 0.2674
H 6.770 -1.135 3.986 0.2837
H 6.800 -0.736 2.258 0.3867
H 6.625 -3.932 4.188 0.2141
H 7.589 -3.390 2.794 0.4809
H 7.378 -5.121 3.109 0.2882
H 6.477 -5.483 0.386 0.2234
H 7.740 -4.234 0.584 0.2976
H 7.147 -4.656 -1.025 0.2786
C 1.437 -6.848 7.841 -0.6958
O 2.840 -6.507 7.956 -0.3349
P 3.805 -6.518 6.594 0.9627
O 4.993 -7.251 7.068 -0.6795
O 4.030 -4.898 6.657 -0.2156
C 2.888 -4.037 6.702 -0.9066
O 4.000 -6.614 4.959 -0.3977
C 3.741 -5.510 4.084 -0.2942
H 1.218 -7.661 8.531 0.2514
H 0.833 -5.981 8.110 0.2680
H 1.170 -7.166 6.833 0.3522
H 2.694 -3.743 7.734 0.2968
H 1.996 -4.519 6.293 0.4512
H 3.100 -3.147 6.111 0.3213
H 4.505 -4.754 4.206 0.0845
H 2.753 -5.085 4.254 0.2496
H 3.785 -5.880 3.062 0.3039
C 4.728 2.228 11.074 -0.6794
O 3.616 1.304 10.986 -0.3330
P 3.548 0.214 9.723 1.0614
O 2.150 0.353 9.279 -0.6608
O 3.747 -1.064 10.722 -0.3530
C 4.868 -1.086 11.609 -0.7555
O 4.217 -0.541 8.414 -0.2903
C 5.162 -1.607 8.531 -0.4662
H 4.336 3.243 11.124 0.2458
H 5.297 2.022 11.981 0.2683
H 5.395 2.156 10.214 0.3448
H 4.558 -0.753 12.600 0.2668
H 5.683 -0.448 11.256 0.3527
H 5.235 -2.109 11.676 0.2824
H 4.666 -2.508 8.886 0.2257
H 5.990 -1.344 9.187 0.3213
H 5.562 -1.807 7.538 0.1741
C 0.527 -4.203 -4.453 -0.7697
O -0.371 -3.901 -3.360 -0.2802
P -1.140 -5.160 -2.559 1.0532
O -2.527 -4.666 -2.491 -0.6754
O -0.326 -4.859 -1.176 -0.1979
C 1.102 -4.803 -1.197 -0.7467
O -1.352 -6.763 -2.252 -0.3673
C -0.478 -7.516 -1.406 -0.5270
H 0.202 -3.652 -5.336 0.2664
H 1.538 -3.887 -4.188 0.2571
H 0.544 -5.265 -4.695 0.3837
H 1.428 -3.764 -1.252 -0.0023
H 1.522 -5.352 -2.045 0.4773
H 1.488 -5.243 -0.279 0.3631
H -0.624 -7.227 -0.367 0.1947
H 0.566 -7.395 -1.691 0.2814
H -0.745 -8.565 -1.514 0.2914
```


Record 2
Below is a 8-piece molecular cluster, C40H93N3O8 overall, with properties calculated with wB97M-V/def2-TZVPD.

Results
**Spin multiplicity**: 1
**Structure (SMILES)**: CC1(C)CCCC(C)(C)N1O.CC1(C)CCCC(C)(C)N1O.CC1(C)CCCC(C)(C)N1O.CC(C)O.CC(C)O.CC(C)O.CC(C)O.CO
**LUMO energy**: 0.42 eV
**HOMO level**: -8.58 eV
**Energy above the lowest of the compared OMol25 structures with the same formula, charge and spin**: 0.0 kJ/mol
**E_tot**: -63833.278 eV
**Gap between HOMO and LUMO**: 8.998 eV

XYZ file:
```
144
Properties=species:S:1:pos:R:3:mulliken_charge:R:1
C 16.606 20.506 12.194 -2.1283
C 16.860 20.705 13.663 2.0067
C 16.289 22.055 14.158 -1.9195
C 16.142 19.617 14.465 -0.2570
C 16.623 19.412 15.882 -1.0058
C 18.123 19.078 15.874 -1.4310
C 18.936 20.234 15.165 1.7880
C 19.114 21.461 16.027 -1.9005
C 20.344 19.640 14.975 -1.8050
N 18.320 20.460 13.788 0.9172
O 19.019 21.586 13.211 -0.5771
H 16.744 19.443 11.867 0.0316
H 15.619 20.796 11.837 0.3835
H 17.429 20.995 11.687 0.6767
H 16.824 22.871 13.692 0.4615
H 15.212 22.123 13.869 0.3865
H 16.282 22.272 15.221 0.2906
H 15.046 19.736 14.389 0.5063
H 16.377 18.648 13.937 -0.6103
H 16.522 20.281 16.536 0.4351
H 16.189 18.554 16.395 0.4347
H 18.412 18.206 15.277 0.2085
H 18.469 19.018 16.893 0.4404
H 18.288 21.701 16.700 0.2725
H 19.222 22.325 15.347 0.3442
H 19.998 21.482 16.641 0.5000
H 20.516 18.835 15.673 0.4162
H 21.158 20.395 14.967 0.4096
H 20.425 19.225 13.994 0.2732
H 19.695 21.105 12.749 0.3454
C 11.492 21.249 8.838 -1.3599
C 10.326 20.251 9.045 1.8261
C 10.900 18.834 9.008 -1.8933
C 9.645 20.480 10.480 -0.9618
C 8.936 21.793 10.605 -0.4690
C 7.816 21.831 9.539 -1.4173
C 8.348 21.611 8.113 1.7181
C 7.176 21.283 7.152 -2.0256
C 8.963 22.976 7.574 -1.6327
N 9.254 20.423 8.092 0.0470
O 9.629 20.167 6.756 -0.4651
H 11.934 21.129 7.836 0.5072
H 11.080 22.271 8.831 0.1377
H 12.270 21.215 9.618 0.0177
H 10.115 18.122 9.129 0.5642
H 11.407 18.765 8.060 0.3631
H 11.664 18.689 9.839 0.1351
H 8.885 19.665 10.516 0.3903
H 10.410 20.318 11.261 0.1479
H 8.406 21.859 11.588 0.3893
H 9.643 22.702 10.643 0.2273
H 7.308 22.810 9.404 0.3892
H 7.054 21.054 9.689 0.3880
H 7.414 21.473 6.117 0.3811
H 6.327 21.843 7.466 0.5101
H 6.919 20.204 7.274 0.4320
H 9.805 22.771 6.983 0.3596
H 9.298 23.609 8.415 0.3472
H 8.347 23.589 6.907 0.4375
H 10.198 20.938 6.529 0.3854
C 10.826 9.642 10.979 -1.8642
C 11.165 10.358 12.245 1.7408
C 9.938 10.296 13.137 -2.0175
C 12.321 9.678 12.992 -1.1064
C 13.678 9.855 12.290 -0.7446
C 13.932 11.317 12.134 -1.3569
C 12.791 12.130 11.392 2.6253
C 13.011 13.604 11.618 -2.5857
C 12.817 11.857 9.897 -1.8303
N 11.559 11.803 12.081 0.0987
O 10.454 12.460 11.388 -0.4912
H 11.697 9.526 10.373 0.4059
H 10.465 8.597 11.218 0.3909
H 10.014 10.005 10.420 0.3841
H 9.022 10.896 12.879 0.3329
H 9.590 9.290 13.324 0.4033
H 10.147 10.813 14.065 0.4586
H 12.429 10.249 13.922 0.3809
H 12.080 8.599 13.219 0.3957
H 14.507 9.428 12.894 0.3795
H 13.695 9.367 11.342 0.3852
H 14.776 11.444 11.402 0.2955
H 14.202 11.866 13.019 0.4450
H 12.332 14.258 11.101 0.5713
H 14.027 13.823 11.398 0.3306
H 12.730 13.783 12.745 0.3623
H 11.784 11.836 9.519 0.3334
H 13.301 10.930 9.656 0.3975
H 13.415 12.527 9.364 0.4837
H 10.021 12.930 12.080 0.3387
C 11.721 17.170 14.483 -1.3757
C 12.930 17.186 13.519 1.1834
C 12.991 18.501 12.751 -0.9312
O 14.043 16.986 14.394 -0.5627
H 11.926 17.654 15.446 0.4146
H 11.431 16.092 14.741 0.2706
H 10.768 17.635 14.108 0.3431
H 12.865 16.345 12.833 -0.1565
H 12.876 19.293 13.524 0.3150
H 12.239 18.627 12.008 0.2517
H 13.953 18.663 12.236 0.0520
H 13.981 17.803 14.922 0.1874
C 14.767 19.125 7.258 -0.4118
C 15.520 20.375 7.480 0.2469
C 15.423 20.864 8.914 0.7398
O 16.884 20.221 6.985 -0.6173
H 15.352 18.371 7.739 -0.1581
H 14.790 18.922 6.199 0.3964
H 13.714 19.193 7.633 -0.0872
H 15.081 21.112 6.775 0.3441
H 15.944 20.263 9.667 -0.3761
H 14.348 20.911 9.153 -0.5400
H 15.871 21.888 9.027 0.3733
H 17.321 19.688 7.647 0.3280
C 20.222 18.501 10.732 -0.8524
C 19.379 19.481 9.911 1.8254
C 20.082 20.388 8.857 -1.5987
O 18.375 18.749 9.222 -0.5572
H 19.537 18.099 11.509 -0.0204
H 21.050 19.073 11.229 0.3050
H 20.675 17.676 10.154 0.3541
H 18.864 20.204 10.589 -0.7247
H 20.764 21.135 9.255 0.3269
H 19.242 20.904 8.387 0.4143
H 20.553 19.822 8.066 0.3901
H 17.737 18.253 9.750 0.1608
C 16.687 14.273 13.835 -1.7714
C 17.239 15.692 13.885 0.9887
C 18.667 15.831 13.440 -0.8840
O 16.432 16.504 12.949 0.3828
H 16.858 13.902 12.853 0.3423
H 15.615 14.279 14.076 0.2902
H 17.123 13.570 14.547 0.4366
H 17.091 16.012 14.911 0.2753
H 19.057 16.890 13.557 -0.1822
H 18.706 15.544 12.353 0.1512
H 19.368 15.210 14.024 0.4807
H 15.649 16.801 13.435 -0.1964
C 16.610 15.600 9.486 -0.7071
O 16.324 16.767 10.252 -0.0877
H 16.146 15.756 8.538 0.3396
H 17.627 15.426 9.277 0.3271
H 16.111 14.764 10.005 -0.0141
H 16.645 16.673 11.146 -0.1370
```


Record 3
Below is a 6-piece molecular cluster, C40H94ClN5O2 overall, with properties calculated with wB97M-V/def2-TZVPD.

Results
**Spin multiplicity**: 1
**Total charge**: +4
**LUMO energy**: -7.72 eV
**HOMO level**: -16.60 eV
**Energy above the lowest of the compared OMol25 structures with the same formula, charge and spin**: 302.6 kJ/mol
**E_tot**: -67034.379 eV
**Gap between HOMO and LUMO**: 8.878 eV

XYZ file:
```
142
Properties=species:S:1:pos:R:3:mulliken_charge:R:1
C -4.123 -21.821 6.824 -1.1855
C -2.643 -22.209 6.490 -0.4024
N -1.707 -21.830 7.672 0.4901
C -2.085 -22.576 8.984 -0.8345
C -0.308 -22.405 7.290 -0.6087
C 0.237 -21.927 5.970 -1.5386
C -1.688 -20.266 7.810 -1.2139
C -0.434 -19.666 8.437 0.8916
O -0.268 -20.059 9.766 -0.5761
C 1.035 -19.880 10.266 0.5398
H -4.523 -22.092 7.801 0.3284
H -4.950 -22.195 6.220 0.4145
H -4.191 -20.734 6.800 0.3437
H -2.387 -21.726 5.547 0.3229
H -2.412 -23.271 6.406 0.4169
H -2.254 -23.572 8.575 0.4707
H -3.004 -22.161 9.398 0.3677
H -1.222 -22.619 9.649 0.1934
H -0.401 -23.489 7.353 0.9551
H 0.323 -22.105 8.126 0.1506
H -0.292 -22.556 5.253 0.5100
H 1.321 -21.962 5.861 0.1403
H 0.055 -20.867 5.797 0.4457
H -2.583 -20.073 8.401 0.6189
H -1.738 -19.759 6.846 0.3595
H -0.547 -18.582 8.392 -0.2903
H 0.435 -19.986 7.863 -0.0555
H 1.270 -18.823 10.390 -0.3640
H 1.827 -20.292 9.640 -0.3699
H 1.167 -20.243 11.285 0.4133
C 5.696 -26.490 5.741 -1.2537
C 4.498 -25.471 5.798 -0.3875
N 3.548 -25.446 7.083 0.3848
C 2.391 -24.474 6.673 -1.2706
C 3.101 -26.968 7.294 -0.3720
C 1.997 -26.967 8.319 -1.1651
C 4.315 -24.802 8.317 -0.8769
C 5.082 -23.477 8.268 -0.9738
O 4.209 -22.376 7.854 0.0114
C 4.899 -21.136 7.559 -0.4049
H 6.241 -26.466 4.797 0.4463
H 5.304 -27.476 5.992 0.2845
H 6.487 -26.262 6.454 0.3242
H 4.005 -25.658 4.843 0.5445
H 4.888 -24.473 5.601 0.2259
H 1.930 -24.343 7.652 0.6197
H 1.666 -24.929 5.998 0.4441
H 2.878 -23.620 6.202 0.1661
H 3.966 -27.549 7.615 0.4839
H 2.711 -27.276 6.324 0.3748
H 1.163 -26.376 7.942 0.2726
H 2.234 -26.569 9.305 0.3069
H 1.702 -28.015 8.376 0.4306
H 4.961 -25.517 8.827 0.4186
H 3.485 -24.666 9.010 0.3905
H 5.828 -23.664 7.496 0.6268
H 5.628 -23.128 9.145 0.4038
H 5.533 -20.786 8.374 0.3819
H 4.154 -20.441 7.170 -0.3983
H 5.627 -21.362 6.780 0.4332
C 3.756 -16.268 12.514 -1.1687
C 4.456 -17.606 12.941 -0.6761
C 4.525 -18.650 11.785 0.0945
N 4.954 -20.083 12.134 0.4983
C 6.383 -20.110 12.635 -1.0251
C 4.764 -21.001 10.974 0.1902
C 3.790 -22.079 11.376 0.8181
C 3.913 -22.229 12.854 -1.0917
C 4.028 -20.763 13.235 -0.6255
H 3.887 -15.538 13.313 0.4679
H 2.752 -16.388 12.107 0.0291
H 4.213 -15.769 11.659 0.4430
H 3.884 -18.028 13.767 0.3391
H 5.392 -17.290 13.401 0.4399
H 5.216 -18.283 11.026 0.6320
H 3.514 -18.721 11.383 -0.5420
H 6.274 -19.558 13.569 0.4573
H 7.093 -19.640 11.955 0.2686
H 6.526 -21.173 12.824 0.4410
H 5.749 -21.308 10.622 0.4535
H 4.356 -20.364 10.188 -0.4917
H 3.869 -23.039 10.865 -0.1589
H 2.782 -21.761 11.112 -0.2110
H 4.822 -22.743 13.165 0.3209
H 3.016 -22.645 13.314 0.3974
H 4.308 -20.656 14.282 0.3582
H 3.043 -20.296 13.236 0.3607
C 0.205 -11.839 13.831 -1.3314
C 0.541 -13.046 13.018 -0.2438
C -0.489 -13.222 11.871 -0.8987
N -0.311 -14.462 11.009 0.4375
C -0.681 -15.723 11.790 -0.8012
C -1.169 -14.313 9.748 -0.8552
C -0.529 -15.120 8.636 -0.3430
C 0.957 -15.251 9.058 0.5742
C 1.104 -14.497 10.339 -1.0599
H 1.055 -11.692 14.497 0.3765
H -0.643 -12.012 14.493 0.3505
H 0.077 -11.020 13.123 0.3533
H 0.620 -13.985 13.565 0.3103
H 1.571 -12.908 12.689 0.2969
H -0.353 -12.319 11.275 0.4714
H -1.491 -13.259 12.299 0.3962
H -0.091 -15.851 12.697 0.2833
H -0.606 -16.604 11.152 0.2849
H -1.733 -15.714 12.072 0.3204
H -2.172 -14.642 10.021 0.4959
H -1.173 -13.250 9.503 0.3641
H -1.030 -16.085 8.559 0.0291
H -0.626 -14.471 7.765 0.4769
H 1.327 -16.251 9.283 -0.5018
H 1.613 -14.741 8.352 0.2703
H 1.919 -14.887 10.948 0.3835
H 1.463 -13.486 10.150 0.4842
C 4.011 -20.786 3.629 -1.1677
C 3.308 -19.522 3.586 0.0212
C 3.749 -18.488 4.635 -0.0582
N 2.930 -17.121 4.601 0.2852
C 1.525 -17.209 5.236 -1.1376
C 2.769 -16.610 3.136 -0.7382
C 2.380 -15.198 3.328 -0.8581
C 3.045 -14.657 4.682 -0.6138
C 3.673 -15.923 5.374 -0.3783
H 3.992 -21.167 4.650 -0.0889
H 5.076 -20.678 3.426 0.4146
H 3.649 -21.577 2.973 0.4237
H 2.298 -19.808 3.879 0.1630
H 3.150 -19.118 2.586 0.4450
H 4.739 -18.063 4.470 0.3729
H 3.633 -18.863 5.652 -0.3544
H 0.950 -17.816 4.538 0.4083
H 0.987 -16.263 5.309 0.3937
H 1.662 -17.679 6.210 0.3005
H 1.991 -17.222 2.679 0.5057
H 3.732 -16.737 2.641 0.5191
H 1.307 -15.017 3.276 0.3341
H 2.769 -14.806 2.388 0.4372
H 2.303 -14.110 5.263 0.2229
H 3.748 -13.883 4.374 0.4136
H 3.512 -16.080 6.440 0.1876
H 4.731 -15.875 5.117 0.4998
Cl 3.425 -17.956 8.525 -0.7024
```